(1)
C17H45BrNbOSi | ωB97M-V with the def2-TZVPD basis set

Computed properties:
Total charge ... -1
Orbital gap ... 0.268 Eh
HOMO level ... -4.9 eV

Last column: natural (NBO) charge in e.
CARTESIAN COORDINATES (ANGSTROEM)
1 C -0.83831 1.59582 -2.73009  -1.163
2 Si 1.03626 1.88118 -2.22586  1.897
3 C 2.11827 1.64643 -3.81402  -1.160
4 C 1.56490 0.55812 -0.87366  -1.180
5 O 1.12426 3.54483 -1.56485  -0.889
6 C 0.20217 3.66989 -0.41937  -0.093
7 C 0.71207 4.81531 0.68811  -0.999
8 Nb 2.97768 4.68548 1.10840  1.723
9 Br 2.53508 3.63948 3.54619  -0.527
10 H -1.38315 1.01171 -1.84867  0.233
11 H -0.83711 0.96293 -3.74143  0.228
12 H -1.36217 2.63987 -2.84765  0.250
13 H 1.36938 1.68124 -4.74212  0.231
14 H 2.91497 2.49953 -3.90003  0.262
15 H 2.59279 0.56130 -3.73269  0.239
16 H 0.55667 0.13222 -0.44826  0.228
17 H 2.29287 -0.25409 -1.30242  0.234
18 H 2.12196 1.07016 0.02763  0.288
19 H 0.10210 2.66948 0.22105  0.164
20 H -0.90830 3.90148 -0.78579  0.156
21 H 0.16405 4.50346 1.70146  0.228
22 H 0.34190 5.89497 0.42971  0.223
23 H 2.91816 6.38062 1.73694  -0.449
24 H 4.78541 4.58884 1.41965  -0.396
25 H 3.08461 2.96682 0.51494  -0.452
26 H 3.23787 5.21695 -0.60354  -0.279
27 C -3.22474 -1.59716 -2.09606  -0.611
28 C -4.74295 -1.55121 -2.16711  -0.398
29 C -5.30002 -0.12612 -2.14549  -0.397
30 C -4.99349 0.66715 -0.86790  -0.399
31 C -5.48987 0.01853 0.42610  -0.399
32 C -7.00288 -0.13125 0.47461  -0.609
33 H -2.84933 -1.15494 -1.16938  0.205
34 H -2.87368 -2.63139 -2.13694  0.206
35 H -2.78187 -1.05374 -2.93925  0.208
36 H -5.16665 -2.14289 -1.35006  0.190
37 H -5.06526 -2.03745 -3.09512  0.196
38 H -6.38377 -0.16771 -2.30004  0.194
39 H -4.89538 0.42809 -3.00172  0.204
40 H -5.44684 1.66459 -0.96082  0.200
41 H -3.91379 0.83439 -0.78735  0.209
42 H -5.17390 0.64049 1.27125  0.205
43 H -5.01725 -0.95829 0.57383  0.193
44 H -7.49093 0.84328 0.38655  0.200
45 H -7.30704 -0.58044 1.42385  0.206
46 H -7.37056 -0.77510 -0.32898  0.197
47 C 1.97251 -1.23715 2.65429  -0.612
48 C 3.42623 -1.54042 2.32741  -0.403
49 C 3.58517 -2.58102 1.21675  -0.398
50 C 3.01219 -3.96669 1.54405  -0.396
51 C 3.59235 -4.62207 2.79920  -0.398
52 C 5.08637 -4.88870 2.69518  -0.609
53 H 1.44467 -2.12472 3.01320  0.186
54 H 1.90977 -0.47472 3.43487  0.223
55 H 1.44757 -0.86105 1.76808  0.211
56 H 3.94686 -1.86237 3.23432  0.187
57 H 3.91463 -0.61248 2.00819  0.221
58 H 4.64808 -2.67324 0.96806  0.195
59 H 3.09488 -2.21033 0.30779  0.206
60 H 3.19030 -4.62849 0.68420  0.193
61 H 1.92395 -3.90019 1.65140  0.200
62 H 3.07863 -5.57604 2.96348  0.193
63 H 3.38730 -4.00987 3.68382  0.198
64 H 5.30369 -5.54704 1.84960  0.196
65 H 5.44717 -5.37346 3.60631  0.203
66 H 5.65344 -3.96281 2.56619  0.206

---

(2)
C17H45N7O6P2 | ωB97M-V with the def2-TZVPD basis set

Computed properties:
Orbital gap ... 0.234 Eh
SMILES string ... CN(C)P(=O)(N(C)C)N(C)C.CN(C)P(=O)(N(C)C)N(C)C.[H]/N=C\COC(=O)OCOC
HOMO level ... -7.5 eV

Last column: Mulliken charge in e.
CARTESIAN COORDINATES (ANGSTROEM)
1 C 3.27759 2.24120 -0.04841  -1.080
2 N 2.12985 1.34030 -0.00623  0.170
3 C 2.09655 0.71355 1.32367  -1.331
4 P 0.57355 1.86083 -0.50208  0.818
5 O 0.62373 3.10442 0.41891  -0.898
6 N 0.58570 2.73394 -1.95956  0.368
7 C 1.72322 2.90213 -2.84375  -1.042
8 C -0.22278 3.95501 -1.98991  -0.834
9 N 0.51586 0.43115 -1.56089  0.095
10 C -0.70532 -0.33720 -1.31139  -0.984
11 C 1.61537 -0.49027 -1.83232  -0.792
12 H 4.18616 1.72629 0.28836  0.371
13 H 3.14245 3.12995 0.57486  0.329
14 H 3.50252 2.55758 -1.06466  0.284
15 H 1.30394 -0.04068 1.36953  0.290
16 H 1.90681 1.44909 2.11308  0.365
17 H 3.03637 0.19561 1.54364  0.402
18 H 2.39095 3.69605 -2.49813  0.377
19 H 1.39012 3.16845 -3.85480  0.369
20 H 2.30202 1.98574 -2.96568  0.210
21 H 0.30501 4.79787 -1.53127  0.257
22 H -1.16662 3.80605 -1.45323  0.136
23 H -0.48911 4.23135 -3.01677  0.368
24 H -0.64317 -0.87149 -0.35732  0.339
25 H -0.89891 -1.05983 -2.11130  0.338
26 H -1.57234 0.33077 -1.26955  0.281
27 H 1.83229 -1.13825 -0.97624  0.172
28 H 2.53548 0.02515 -2.12097  0.263
29 H 1.36650 -1.13596 -2.68301  0.358
30 C 4.20242 -3.85576 1.74255  -0.881
31 N 3.13009 -4.18864 2.67529  0.143
32 C 3.00796 -3.08219 3.63623  -1.062
33 P 1.59782 -4.71560 2.11549  0.709
34 O 1.45533 -3.50318 1.16314  -0.736
35 N 1.69305 -5.88258 0.88431  0.251
36 C 2.89955 -6.54847 0.43158  -1.054
37 C 0.79953 -5.69083 -0.26043  -0.946
38 N 1.76163 -6.10946 3.21035  0.011
39 C 0.58468 -6.21806 4.07457  -1.017
40 C 2.95171 -6.47704 3.97208  -0.956
41 H 5.10847 -3.55783 2.28510  0.390
42 H 3.93465 -3.04337 1.06071  0.122
43 H 4.50619 -4.71958 1.15519  0.288
44 H 2.27596 -3.33048 4.41195  0.337
45 H 2.68075 -2.15718 3.14892  0.165
46 H 3.95734 -2.89316 4.14892  0.381
47 H 3.46404 -5.92991 -0.27153  0.378
48 H 2.65336 -7.48766 -0.07971  0.374
49 H 3.55741 -6.83434 1.25324  0.222
50 H 1.20973 -4.96814 -0.97371  0.254
51 H -0.18040 -5.32944 0.07151  0.297
52 H 0.62040 -6.63450 -0.78876  0.343
53 H 0.58896 -5.43599 4.84132  0.334
54 H 0.53187 -7.19599 4.56486  0.362
55 H -0.33134 -6.10841 3.48419  0.320
56 H 3.12845 -5.79981 4.81465  0.325
57 H 3.85387 -6.50819 3.35508  0.277
58 H 2.84337 -7.49022 4.37736  0.365
59 H -4.06721 4.30673 -0.20013  0.204
60 N -3.40616 4.08059 -1.00364  -0.501
61 C -4.14642 3.56173 -2.07336  0.195
62 C -5.76902 3.41894 -1.85702  -0.512
63 O -6.58584 3.72467 -3.04226  -0.285
64 C -6.41606 5.11235 -3.49926  0.567
65 O -5.41872 5.45389 -4.36069  -0.447
66 O -7.31776 6.24993 -3.12369  -0.261
67 C -6.83637 6.84016 -1.86561  0.116
68 O -6.24732 8.21078 -2.03812  -0.326
69 C -5.15447 8.20957 -1.00853  -0.540
70 H -3.61020 3.22054 -3.07731  0.336
71 H -6.12215 4.06691 -0.91938  0.243
72 H -5.94727 2.28800 -1.51909  0.306
73 H -5.92897 6.17711 -1.47306  -0.111
74 H -7.62845 6.84846 -1.00259  0.310
75 H -4.73102 9.28095 -0.79872  0.238
76 H -5.56862 7.79335 0.03075  0.254
77 H -4.22863 7.54255 -1.34737  0.218

---

(3)
C17H46BN12O23 | ωB97M-V with the def2-TZVPD basis set

Computed properties:
Total charge ... -1
Orbital gap ... 0.182 Eh
HOMO level ... -4.2 eV

Last column: Mulliken charge in e.
CARTESIAN COORDINATES (ANGSTROEM)
1 C -3.68106 0.75716 -1.02893  -0.415
2 C -2.66684 1.86039 -0.42603  -0.245
3 C -1.30294 1.92569 -1.31250  0.715
4 C -0.61897 3.37270 -1.32419  -1.283
5 N 0.59336 3.52273 -2.15018  -0.097
6 B 1.83940 2.98171 -1.55276  0.570
7 N 2.79107 3.98886 -0.90595  -0.737
8 O 2.27086 1.60425 -1.50346  -0.174
9 C 0.42490 3.29594 -3.60265  0.338
10 C 0.49789 1.77307 -4.11850  -0.770
11 C -0.91428 3.99614 -4.21823  -0.128
12 O -2.08016 3.47966 -4.13868  -0.549
13 O -0.76834 5.24664 -4.81686  -0.817
14 H -3.92683 -0.05314 -0.24078  0.020
15 H -4.70338 1.20544 -1.33187  0.264
16 H -3.20634 0.22882 -1.94009  -0.010
17 H -3.23504 2.86771 -0.47126  0.343
18 H -2.43450 1.59913 0.66379  0.118
19 H -1.63814 1.67483 -2.38478  0.038
20 H -0.60426 1.08475 -0.94069  -0.356
21 H -1.44838 4.15334 -1.52996  0.291
22 H -0.30275 3.58561 -0.22495  0.255
23 H 2.76686 4.78835 -1.56698  0.264
24 H 2.35773 4.28566 -0.00690  0.229
25 H 1.65732 1.05563 -0.96998  0.194
26 H 1.29356 3.85086 -4.13257  0.471
27 H -0.38799 1.55425 -4.82721  0.239
28 H 1.49085 1.57174 -4.66676  0.238
29 H 0.39940 0.98617 -3.27696  0.102
30 C -4.62626 0.55547 -5.16330  -0.698
31 N -4.61859 -0.42738 -4.04834  0.960
32 O -3.53473 -0.84116 -3.67578  -0.537
33 O -5.70328 -0.74779 -3.58520  -0.561
34 H -3.59948 0.74541 -5.47095  0.259
35 H -5.20051 0.12009 -5.98054  0.276
36 H -5.09241 1.46798 -4.79363  0.303
37 C 2.54909 -2.13464 1.19267  -0.381
38 N 1.34238 -1.98519 0.33928  0.952
39 O 0.88210 -2.99546 -0.16464  -0.559
40 O 0.89802 -0.85510 0.20464  -0.541
41 H 2.82995 -3.18407 1.22177  0.285
42 H 3.34159 -1.53594 0.74814  -0.006
43 H 2.29159 -1.77509 2.18870  0.293
44 C -6.21698 -2.55319 1.01428  -0.719
45 N -5.83670 -2.01947 2.34847  0.857
46 O -6.45934 -2.42869 3.31705  -0.556
47 O -4.92753 -1.20915 2.37594  -0.466
48 H -7.03505 -3.26015 1.13969  0.324
49 H -6.52674 -1.70921 0.39883  0.285
50 H -5.34064 -3.04689 0.59597  0.269
51 C -4.59906 1.75482 5.00369  -0.762
52 N -4.07155 2.42043 3.78514  0.945
53 O -2.91458 2.18963 3.47419  -0.515
54 O -4.83976 3.15169 3.18183  -0.548
55 H -3.81319 1.13786 5.43539  0.171
56 H -4.90351 2.53418 5.70120  0.486
57 H -5.44736 1.14172 4.69992  0.285
58 C -7.27676 2.85744 8.03673  -0.754
59 N -5.85462 2.71796 8.44540  0.891
60 O -5.61189 2.71857 9.63907  -0.524
61 O -5.03090 2.61257 7.54827  -0.572
62 H -7.89188 2.94095 8.93071  0.323
63 H -7.35676 3.75717 7.42760  0.286
64 H -7.54340 1.96834 7.46631  0.282
65 C 5.25713 -3.20407 -1.62547  -0.748
66 N 5.66551 -2.67916 -0.29783  1.136
67 O 5.05231 -3.08364 0.67831  -0.614
68 O 6.58714 -1.87746 -0.28153  -0.618
69 H 4.43306 -3.90066 -1.48948  0.355
70 H 4.94698 -2.35512 -2.23216  0.227
71 H 6.11819 -3.70683 -2.05965  0.262
72 C 8.73983 -5.21157 -0.46347  -0.673
73 N 7.57194 -6.12164 -0.59860  0.884
74 O 6.47996 -5.60812 -0.78186  -0.489
75 O 7.79298 -7.31808 -0.51566  -0.547
76 H 8.39624 -4.18232 -0.55734  0.228
77 H 9.17817 -5.38363 0.51870  0.287
78 H 9.44197 -5.45813 -1.25899  0.291
79 C 2.02957 -2.36193 -5.26025  -0.631
80 N 2.98036 -2.85112 -4.22793  0.871
81 O 4.06065 -3.27467 -4.61231  -0.538
82 O 2.60977 -2.79274 -3.06835  -0.426
83 H 2.48904 -2.47279 -6.24074  0.307
84 H 1.12590 -2.96577 -5.18668  0.291
85 H 1.82329 -1.31326 -5.04655  0.145
86 C 5.07850 1.63410 -0.82692  -0.603
87 N 6.50365 1.48279 -0.43044  0.977
88 O 6.75735 1.47920 0.76408  -0.558
89 O 7.31902 1.37244 -1.33339  -0.572
90 H 4.47110 1.72094 0.07059  0.280
91 H 4.99898 2.53462 -1.43326  0.270
92 H 4.80082 0.74805 -1.39586  0.140
93 C -0.16559 -0.76051 5.27034  -0.730
94 N 0.39879 -2.01388 4.70483  0.855
95 O 1.30029 -1.90452 3.88818  -0.562
96 O -0.08217 -3.06178 5.09913  -0.521
97 H 0.35522 0.08834 4.83104  0.314
98 H -1.22532 -0.73493 5.01902  0.276
99 H -0.01494 -0.78997 6.34882  0.290

---

Number 2 is which compound? C17H45N7O6P2